A structure of composition C21H31Al2BBr2Cl6F3MgNO11 at a distorted geometry. Source: the OMol25 dataset; level of theory: wB97M-V/def2-TZVPD.

* charge: +2
* Kohn-Sham gap: 0.7 eV

```
79
C21H31Al2BBr2Cl6F3MgNO11 wB97M-V/def2-TZVPD
C -5.898 0.585 -0.542
C -5.613 -0.877 -0.961
C -6.361 -1.952 -0.124
O -7.670 -1.596 0.279
B -8.639 -1.530 -0.811
N -9.379 -2.897 -0.901
C -9.685 -0.339 -0.394
O -10.861 -0.306 -1.257
C -11.896 0.370 -0.705
F -11.515 1.318 0.163
F -12.632 0.992 -1.628
F -12.722 -0.499 -0.084
H -5.496 0.862 0.446
H -5.435 1.250 -1.299
H -6.977 0.819 -0.570
H -5.799 -0.997 -2.044
H -4.525 -1.048 -0.803
H -6.352 -2.957 -0.611
H -5.775 -2.086 0.813
H -8.159 -1.343 -1.909
H -8.797 -3.605 -1.367
H -10.210 -2.808 -1.494
H -9.164 0.631 -0.506
H -9.937 -0.534 0.668
O -2.409 -0.489 -2.598
C -1.721 -0.201 -1.661
O -1.512 1.079 -1.348
C -0.870 1.528 -0.142
C 0.636 1.561 -0.299
C -0.996 -1.279 -0.875
H -1.190 0.932 0.716
H -1.236 2.538 0.032
H 1.045 0.565 -0.488
H 1.106 1.960 0.600
H 0.915 2.185 -1.148
H -0.049 -1.518 -1.386
H -1.630 -2.170 -0.854
H -0.797 -1.017 0.164
Al 0.944 -3.281 -1.127
C -2.166 2.975 -4.558
Cl -2.318 2.698 -6.297
Cl -0.600 3.709 -4.179
Cl -3.484 3.989 -3.975
H -2.224 2.016 -4.053
Br 3.798 -2.964 1.819
C 4.756 -4.562 2.378
C 5.156 -5.389 1.186
Br 3.633 -6.372 0.464
H 4.111 -5.091 3.074
H 5.636 -4.199 2.907
H 5.879 -6.150 1.473
H 5.563 -4.795 0.373
Cl 6.439 -1.899 -0.218
C 6.863 -0.665 0.999
C 8.209 -0.922 1.627
Cl 8.199 -2.377 2.664
H 6.070 -0.644 1.746
H 6.873 0.295 0.485
H 8.486 -0.082 2.261
H 8.985 -1.049 0.876
C 11.628 0.552 5.242
C 11.861 1.508 6.222
C 11.196 2.862 5.952
O 11.236 3.787 6.733
C 10.495 3.028 4.679
C 10.278 2.061 3.680
C 10.853 0.680 3.999
O 10.706 -0.291 3.294
O 9.689 2.213 2.615
O 12.545 1.339 7.246
H 12.052 -0.439 5.387
H 10.114 4.030 4.528
Mg 14.016 0.140 5.529
C -3.804 5.688 -8.178
O -4.380 4.687 -8.577
O -2.964 6.373 -8.869
O -3.948 6.165 -7.026
Al -1.060 6.348 -7.890
Cl -11.117 -3.098 0.440
```

Charges computed using Löwdin, reported in e: C -0.09; C -0.23; C -0.25; O -0.07; B -0.71; N 0.07; C -0.11; O 0.00; C -0.73; F 0.16; F 0.17; F 0.12; H 0.08; H 0.07; H 0.06; H 0.10; H 0.08; H 0.12; H 0.12; H 0.16; H 0.13; H 0.05; H 0.11; H 0.11; O 0.13; C -0.52; O 0.01; C -0.20; C -0.05; C -0.09; H 0.12; H 0.13; H 0.06; H 0.09; H 0.08; H -0.11; H 0.09; H 0.09; Al 1.11; C -1.54; Cl 0.53; Cl 0.51; Cl 0.55; H -0.01; Br 0.56; C -0.66; C -0.68; Br 0.59; H 0.06; H 0.04; H 0.07; H 0.03; Cl 0.51; C -0.65; C -0.65; Cl 0.55; H 0.05; H 0.08; H 0.04; H 0.08; C -0.06; C -0.45; C -0.33; O 0.14; C 0.14; C -0.36; C -0.34; O 0.09; O 0.10; O 0.01; H 0.04; H 0.14; Mg 1.34; C -0.93; O 0.28; O -0.06; O 0.22; Al 1.00; Cl 0.50



A structure of composition C21H31B3BrN6O5PS at a distorted geometry. Source: the OMol25 dataset; level of theory: wB97M-V/def2-TZVPD.

* Kohn-Sham gap: 7.1 eV

```
69
C21H31B3BrN6O5PS wB97M-V/def2-TZVPD
N 5.989 -3.304 1.462
C 4.495 -3.486 1.515
B 3.795 -2.068 1.224
O 4.331 -1.115 0.322
B 3.336 -0.102 0.291
Br 3.647 1.758 0.837
O 2.043 -0.539 -0.135
B 1.626 -1.358 0.930
P -0.172 -2.020 1.067
O -0.340 -3.013 2.409
O -0.550 -2.996 -0.231
S -1.411 -0.511 1.153
O 2.580 -1.718 1.924
H 6.165 -2.409 1.907
H 6.200 -3.188 0.475
H 4.165 -3.871 2.496
H 4.187 -4.201 0.730
H 0.202 -2.639 3.113
H -0.119 -3.858 -0.161
N 2.390 3.951 -3.523
C 1.552 3.466 -4.491
C 1.103 2.237 -4.082
C 1.687 1.971 -2.817
C 2.474 3.046 -2.496
H 2.866 4.834 -3.562
H 1.350 4.035 -5.383
H 0.428 1.600 -4.630
H 1.544 1.090 -2.211
H 3.084 3.245 -1.630
N -3.643 0.462 3.932
C -4.050 -0.187 5.065
C -4.842 0.674 5.783
C -4.919 1.886 5.051
C -4.171 1.723 3.912
H -3.048 0.071 3.223
H -3.742 -1.200 5.263
H -5.314 0.456 6.727
H -5.461 2.776 5.326
H -3.969 2.394 3.094
N -3.361 -0.782 -2.016
C -4.151 -0.747 -3.134
C -3.773 -1.785 -3.947
C -2.718 -2.472 -3.291
C -2.489 -1.833 -2.099
H -3.412 -0.136 -1.249
H -4.909 0.009 -3.254
H -4.205 -2.023 -4.905
H -2.188 -3.339 -3.651
H -1.784 -2.034 -1.304
N -5.501 -5.273 0.460
C -5.432 -4.298 -0.500
C -4.516 -3.365 -0.088
C -4.010 -3.795 1.166
C -4.635 -4.977 1.477
H -6.095 -6.079 0.423
H -6.038 -4.352 -1.389
H -4.241 -2.478 -0.623
H -3.271 -3.296 1.773
H -4.540 -5.628 2.330
N 5.010 5.346 -1.670
C 4.464 6.070 -0.643
C 5.460 6.830 -0.087
C 6.651 6.558 -0.807
C 6.342 5.642 -1.779
H 4.511 4.699 -2.252
H 3.418 5.981 -0.399
H 5.345 7.506 0.745
H 7.624 6.987 -0.633
H 6.952 5.176 -2.534
```

Charges computed using natural (NBO), reported in e: N -0.79; C -0.59; B 1.13; O -0.89; B 1.02; Br -0.08; O -0.87; B 0.76; P 1.52; O -0.95; O -0.95; S -0.58; O -0.89; H 0.35; H 0.36; H 0.23; H 0.23; H 0.51; H 0.51; N -0.52; C -0.07; C -0.30; C -0.30; C -0.09; H 0.41; H 0.21; H 0.23; H 0.23; H 0.20; N -0.51; C -0.08; C -0.31; C -0.30; C -0.08; H 0.42; H 0.21; H 0.22; H 0.22; H 0.21; N -0.51; C -0.08; C -0.31; C -0.31; C -0.09; H 0.42; H 0.21; H 0.22; H 0.21; H 0.24; N -0.51; C -0.08; C -0.30; C -0.30; C -0.09; H 0.41; H 0.21; H 0.23; H 0.22; H 0.21; N -0.51; C -0.09; C -0.29; C -0.31; C -0.08; H 0.40; H 0.21; H 0.22; H 0.22; H 0.21



A structure of composition C21H31BN at a distorted geometry. Source: the OMol25 dataset; level of theory: wB97M-V/def2-TZVPD.

* charge: +1
* Kohn-Sham gap: 6.8 eV

```
54
C21H31BN wB97M-V/def2-TZVPD
C -1.840 -0.437 -1.401
C -2.593 -1.424 -2.145
C -3.856 -1.887 -1.688
C -4.577 -2.858 -2.371
C -4.079 -3.436 -3.553
C -2.813 -3.027 -3.989
C -2.084 -2.047 -3.315
C -0.555 -0.003 -1.689
C 0.068 1.151 -1.068
C 1.168 1.746 -1.919
C 2.137 2.503 -1.260
C 3.293 2.935 -1.918
C 3.433 2.712 -3.295
C 2.420 2.054 -4.012
C 1.285 1.589 -3.336
H -2.371 0.067 -0.574
H -4.235 -1.486 -0.752
H -5.555 -3.179 -2.010
H -4.666 -4.184 -4.104
H -2.406 -3.475 -4.891
H -1.089 -1.779 -3.666
H -0.007 -0.455 -2.533
H -0.761 1.988 -0.814
H 1.958 2.745 -0.203
H 4.066 3.446 -1.335
H 4.343 3.026 -3.803
H 2.544 1.884 -5.091
H 0.513 1.074 -3.932
C 1.820 1.224 4.687
C 0.694 0.305 4.262
N 0.575 0.070 2.690
C 1.871 -0.600 2.262
C 1.991 -0.846 0.777
C -0.523 -0.956 2.479
C -1.829 -0.555 3.152
B 0.329 1.370 1.622
H 0.293 1.124 0.137
H 1.732 1.422 5.772
H 2.822 0.804 4.521
H 1.745 2.213 4.199
H 0.918 -0.684 4.709
H -0.271 0.613 4.654
H 2.696 0.016 2.646
H 1.906 -1.578 2.771
H 2.831 -1.518 0.619
H 1.094 -1.296 0.319
H 2.234 0.058 0.194
H -0.624 -1.082 1.382
H -0.184 -1.903 2.938
H -2.656 -1.082 2.663
H -1.812 -0.860 4.208
H -2.063 0.500 3.073
H -0.639 1.947 2.114
H 1.306 2.052 1.816
```

Charges computed using natural (NBO), reported in e: C -0.10; C -0.03; C -0.19; C -0.21; C -0.17; C -0.20; C -0.20; C -0.28; C -0.19; C -0.11; C -0.20; C -0.20; C -0.19; C -0.22; C -0.14; H 0.20; H 0.21; H 0.23; H 0.23; H 0.22; H 0.21; H 0.23; H 0.25; H 0.22; H 0.23; H 0.23; H 0.23; H 0.21; C -0.64; C -0.19; N -0.43; C -0.22; C -0.65; C -0.22; C -0.64; B 0.31; H 0.06; H 0.25; H 0.22; H 0.23; H 0.22; H 0.23; H 0.23; H 0.21; H 0.25; H 0.22; H 0.23; H 0.22; H 0.22; H 0.24; H 0.22; H 0.23; H -0.03; H -0.04



Number 1: E_tot -288953.3324 eV. Number 2: E_tot -133661.2720 eV. Number 3: E_tot -24437.2912 eV.